Density functional theory data (wB97M-V/def2-TZVPD) for C25H23N3O2 in the gas phase.

Geometry as ORCA input:
```
! wB97M-V def2-TZVPD RIJCOSX def2/J DEFGRID3
* xyz 0 1
N 8.2208 -2.4466 -1.3513
C 8.1309 -1.3077 -1.4091
C 7.9728 0.1178 -1.4507
C 6.5427 0.5742 -1.0970
O 6.0536 1.5434 -1.6226
N 5.9624 -0.1981 -0.1457
C 4.6910 -0.0681 0.4279
C 3.8450 1.0032 0.1584
C 2.6041 1.0701 0.7638
C 2.1867 0.0797 1.6469
C 0.8698 0.1060 2.3511
O 0.7091 -0.4046 3.4432
N -0.1231 0.7402 1.6848
C -1.4685 0.8203 2.2011
C -2.3748 -0.3067 1.6923
C -2.4692 -0.3385 0.1610
C -2.9202 1.0043 -0.3691
C -4.2093 1.4564 -0.1128
C -4.6297 2.6875 -0.5804
C -3.7675 3.4849 -1.3149
C -2.4860 3.0394 -1.5853
C -2.0676 1.8061 -1.1156
C -3.3962 -1.4069 -0.3831
C -4.1847 -2.2263 0.4113
C -5.0239 -3.1679 -0.1629
C -5.0902 -3.3034 -1.5370
C -4.3064 -2.4908 -2.3396
C -3.4692 -1.5541 -1.7658
C 3.0492 -0.9770 1.9283
C 4.2845 -1.0569 1.3228
H 8.2131 0.4924 -2.4486
H 8.6610 0.5796 -0.7353
H 6.4762 -1.0130 0.1677
H 4.1611 1.7779 -0.5197
H 1.9779 1.9271 0.5620
H 0.0306 1.0610 0.7437
H -1.8884 1.7926 1.9285
H -1.3928 0.7504 3.2891
H -1.9800 -1.2598 2.0484
H -3.3633 -0.1512 2.1258
H -1.4678 -0.5496 -0.2354
H -4.8892 0.8327 0.4491
H -5.6344 3.0261 -0.3741
H -4.0956 4.4467 -1.6800
H -1.8102 3.6512 -2.1650
H -1.0677 1.4606 -1.3461
H -4.1529 -2.1466 1.4865
H -5.6296 -3.7981 0.4721
H -5.7463 -4.0371 -1.9811
H -4.3482 -2.5882 -3.4147
H -2.8621 -0.9199 -2.3969
H 2.7289 -1.7296 2.6323
H 4.9438 -1.8851 1.5418
*
```

SMILES: N#CCC(=O)Nc1ccc(C(=O)NCCC(c2ccccc2)c2ccccc2)cc1
Electronic energy (eV): -34864.9478
Energy above the lowest of the compared OMol25 structures with the same formula, charge and spin (eV): 0.113
LUMO level (eV): 0.48
Highest occupied orbital energy (eV): -8.9

Mulliken atomic charge list, values in e, 4 entries: N -0.396; C 0.258; C -0.604; C 0.625

=====

Density functional theory data (wB97M-V/def2-TZVPD) for C25H23N3O3 in the gas phase.

Geometry as ORCA input:
```
! wB97M-V def2-TZVPD RIJCOSX def2/J DEFGRID3
* xyz 0 1
C -2.6078 -4.4582 0.8848
C -1.1904 -4.2735 0.4810
C -0.2749 -5.1433 -0.0470
C 0.9121 -4.4080 -0.2345
C 0.6438 -3.1309 0.1949
C 1.4749 -1.9522 0.2311
C 0.9552 -0.7510 0.7790
C 1.7323 0.3743 0.7671
C 1.1955 1.6480 1.3450
O 1.2762 1.9171 2.5281
N 0.5550 2.4542 0.4594
C 0.5036 2.2168 -0.9688
C -0.7971 2.8300 -1.5328
N -1.8524 2.7503 -0.5550
C -2.5575 1.5358 -0.4444
C -3.3120 1.1564 -1.5567
C -4.0678 0.0034 -1.5721
C -4.1038 -0.8055 -0.4485
C -3.3661 -0.4549 0.6621
C -2.5814 0.6950 0.6789
O -1.8867 0.9114 1.8339
C -1.5965 3.6231 0.5712
C -0.0867 3.6712 0.9155
C 3.0477 0.3041 0.2425
C 3.9266 1.4016 0.2056
C 5.1855 1.2600 -0.3114
C 5.6125 0.0201 -0.8122
C 4.7816 -1.0651 -0.7906
C 3.4770 -0.9552 -0.2635
N 2.6875 -2.0428 -0.2706
O -0.6391 -3.0567 0.6298
H -2.9305 -5.4678 0.6498
H -2.7229 -4.2864 1.9546
H -3.2410 -3.7433 0.3613
H -0.4349 -6.1782 -0.2715
H 1.8457 -4.7516 -0.6275
H -0.0431 -0.7485 1.1873
H 1.3806 2.6548 -1.4640
H 0.5120 1.1391 -1.1483
H -1.0820 2.2992 -2.4403
H -0.6444 3.8847 -1.7822
H -3.3060 1.8057 -2.4197
H -4.6383 -0.2546 -2.4514
H -4.7041 -1.7028 -0.4396
H -3.3575 -1.0694 1.5489
H -1.1823 1.5574 1.7138
H -2.2038 3.3162 1.4231
H -1.9224 4.6361 0.2934
H 0.3879 4.5286 0.4262
H 0.0798 3.7498 1.9918
H 3.5959 2.3495 0.6070
H 5.8610 2.1024 -0.3340
H 6.6112 -0.0692 -1.2139
H 5.0926 -2.0269 -1.1665
*
```

SMILES: Cc1ccc(-c2cc(C(=O)N3CCN(c4ccccc4O)CC3)c3ccccc3n2)o1
Electronic energy (eV): -36911.3257
Energy above the lowest of the compared OMol25 structures with the same formula, charge and spin (eV): 1.777
LUMO level (eV): -0.01
Highest occupied orbital energy (eV): -7.8

Mulliken atomic charge list, values in e, 4 entries: C -1.042; C 0.555; C -0.782; C -0.558

=====

Density functional theory data (wB97M-V/def2-TZVPD) for C25H23NO5 in the gas phase.

Geometry as ORCA input:
```
! wB97M-V def2-TZVPD RIJCOSX def2/J DEFGRID3
* xyz 0 1
C -4.6000 5.5398 1.8297
O -3.3945 5.5048 2.5553
C -2.5144 4.4995 2.3107
C -2.7056 3.4774 1.3852
C -1.7297 2.5170 1.1977
C -0.5522 2.5468 1.9344
C 0.5432 1.5654 1.7835
O 1.1389 1.1012 2.7265
C 1.0978 1.2818 0.3533
O 1.2230 -0.1253 0.1669
C 0.2069 -0.8559 0.6272
O -0.7524 -0.3666 1.1825
C 0.3817 -2.3045 0.3922
C -0.5248 -3.1846 0.9744
C -0.3724 -4.5431 0.7808
C 0.6636 -5.0532 0.0112
C 0.7960 -6.5370 -0.1767
C 1.5716 -4.1579 -0.5801
N 2.6173 -4.6811 -1.3481
C 3.5062 -4.0266 -2.1555
C 4.4940 -4.9822 -2.7968
O 3.5152 -2.8353 -2.3514
C 1.4270 -2.7902 -0.3852
C 0.3662 1.9638 -0.7707
C 0.3948 3.3539 -0.8344
C -0.2846 4.0220 -1.8343
C -0.9923 3.3103 -2.7895
C -1.0063 1.9281 -2.7433
C -0.3293 1.2556 -1.7399
C -0.3850 3.5464 2.8952
C -1.3427 4.5173 3.0719
H -5.2087 4.6500 2.0189
H -4.4190 5.6352 0.7543
H -5.1316 6.4212 2.1851
H -3.6127 3.4160 0.8051
H -1.9084 1.7107 0.5059
H 2.1359 1.6421 0.3763
H -1.3291 -2.7889 1.5743
H -1.0727 -5.2280 1.2363
H 0.7622 -6.8036 -1.2337
H 1.7320 -6.9050 0.2467
H -0.0198 -7.0504 0.3251
H 2.7069 -5.6856 -1.3097
H 5.1792 -4.4172 -3.4216
H 5.0605 -5.5079 -2.0308
H 3.9706 -5.7117 -3.4116
H 2.1232 -2.1067 -0.8406
H 0.9487 3.9096 -0.0916
H -0.2598 5.1010 -1.8704
H -1.5239 3.8323 -3.5714
H -1.5457 1.3660 -3.4913
H -0.3454 0.1758 -1.7176
H 0.5162 3.5542 3.4899
H -1.2157 5.3031 3.7997
*
```

SMILES: COc1ccc(C(=O)[C@@H](OC(=O)c2ccc(C)c(NC(C)=O)c2)c2ccccc2)cc1
Electronic energy (eV): -38026.6332
Energy above the lowest of the compared OMol25 structures with the same formula, charge and spin (eV): 1.212
LUMO level (eV): 0.51
Highest occupied orbital energy (eV): -8.3

Mulliken atomic charge list, values in e, 4 entries: C -0.799; O -0.467; C 0.970; C -0.718

=====

Density functional theory data (wB97M-V/def2-TZVPD) for a molecular structure, C25H24AlF3N4O4PS.

Geometry as ORCA input:
```
! wB97M-V def2-TZVPD RIJCOSX def2/J DEFGRID3
* xyz 1 1
Al -0.7035 -0.1201 0.3084
F 0.2097 0.2004 5.6083
C 1.3272 -0.1763 4.9762
F 2.1061 -0.8134 5.8676
F 1.9747 0.9276 4.5941
C 1.0213 -1.0771 3.8062
C 1.3982 -2.3988 3.8388
C 1.1418 -3.2395 2.7526
C 0.5427 -2.6973 1.6482
N 0.1741 -1.4080 1.6037
C 0.3492 -0.5910 2.6695
S -0.3280 0.9723 2.4177
H 1.9046 -2.7843 4.7136
H 1.4139 -4.2849 2.7735
H 0.3456 -3.2838 0.7576
O -2.4114 -0.7394 0.9293
C -3.5494 -0.2926 0.6954
C -3.8546 0.6977 -0.2774
C -5.1999 1.0444 -0.4912
C -5.5031 1.9414 -1.4652
C -4.5060 2.5231 -2.2588
C -3.1869 2.2080 -2.0579
C -2.8180 1.2951 -1.0501
O -1.5635 1.0234 -0.8470
N -6.9143 2.3029 -1.6967
O -7.7469 1.7725 -0.9900
O -7.1572 2.9860 -2.6708
H -4.3728 -0.7070 1.2824
H -5.9909 0.6071 0.1055
H -4.8012 3.2232 -3.0280
H -2.4067 2.6599 -2.6585
C 1.1848 -3.2071 -3.8519
N 0.2618 -2.6827 -2.8411
C -1.0934 -2.9255 -2.7761
C -1.5581 -2.2005 -1.7256
N -0.4985 -1.5189 -1.1461
C 0.5729 -1.8317 -1.8551
H 0.9355 -4.2424 -4.0630
H 2.2006 -3.1607 -3.4696
H 1.1160 -2.6248 -4.7662
H -1.5926 -3.5871 -3.4664
H -2.5647 -2.1316 -1.3445
H 1.5769 -1.4815 -1.6590
C 1.6224 1.4085 -2.2345
P 1.2658 1.2963 -0.4442
C 0.7767 3.0006 -0.0201
C 2.8994 1.0925 0.3171
C 3.2153 -0.1132 0.9465
C 4.4499 -0.2887 1.5597
C 5.3771 0.7436 1.5509
C 5.0747 1.9449 0.9207
C 3.8427 2.1199 0.3085
H 2.1858 2.3187 -2.4442
H 0.6850 1.4283 -2.7940
H 2.2178 0.5546 -2.5593
H 1.3376 3.7183 -0.6182
H 0.9740 3.1728 1.0350
H -0.2868 3.1362 -0.2100
H 2.4901 -0.9206 0.9617
H 4.6811 -1.2243 2.0525
H 6.3355 0.6157 2.0393
H 5.7998 2.7510 0.9111
H 3.6202 3.0676 -0.1709
*
```

Electronic energy (eV): -75337.0081
Energy above the lowest of the compared OMol25 structures with the same formula, charge and spin (eV): 0.117
LUMO level (eV): -3.51
Highest occupied orbital energy (eV): -11.1

Mulliken atomic charge list, values in e, 4 entries: Al 0.147; F -0.234; C 0.596; F -0.301

=====

Repeat the first record exactly.
Density functional theory data (wB97M-V/def2-TZVPD) for C25H23N3O2 in the gas phase.

Geometry as ORCA input:
```
! wB97M-V def2-TZVPD RIJCOSX def2/J DEFGRID3
* xyz 0 1
N 8.2208 -2.4466 -1.3513
C 8.1309 -1.3077 -1.4091
C 7.9728 0.1178 -1.4507
C 6.5427 0.5742 -1.0970
O 6.0536 1.5434 -1.6226
N 5.9624 -0.1981 -0.1457
C 4.6910 -0.0681 0.4279
C 3.8450 1.0032 0.1584
C 2.6041 1.0701 0.7638
C 2.1867 0.0797 1.6469
C 0.8698 0.1060 2.3511
O 0.7091 -0.4046 3.4432
N -0.1231 0.7402 1.6848
C -1.4685 0.8203 2.2011
C -2.3748 -0.3067 1.6923
C -2.4692 -0.3385 0.1610
C -2.9202 1.0043 -0.3691
C -4.2093 1.4564 -0.1128
C -4.6297 2.6875 -0.5804
C -3.7675 3.4849 -1.3149
C -2.4860 3.0394 -1.5853
C -2.0676 1.8061 -1.1156
C -3.3962 -1.4069 -0.3831
C -4.1847 -2.2263 0.4113
C -5.0239 -3.1679 -0.1629
C -5.0902 -3.3034 -1.5370
C -4.3064 -2.4908 -2.3396
C -3.4692 -1.5541 -1.7658
C 3.0492 -0.9770 1.9283
C 4.2845 -1.0569 1.3228
H 8.2131 0.4924 -2.4486
H 8.6610 0.5796 -0.7353
H 6.4762 -1.0130 0.1677
H 4.1611 1.7779 -0.5197
H 1.9779 1.9271 0.5620
H 0.0306 1.0610 0.7437
H -1.8884 1.7926 1.9285
H -1.3928 0.7504 3.2891
H -1.9800 -1.2598 2.0484
H -3.3633 -0.1512 2.1258
H -1.4678 -0.5496 -0.2354
H -4.8892 0.8327 0.4491
H -5.6344 3.0261 -0.3741
H -4.0956 4.4467 -1.6800
H -1.8102 3.6512 -2.1650
H -1.0677 1.4606 -1.3461
H -4.1529 -2.1466 1.4865
H -5.6296 -3.7981 0.4721
H -5.7463 -4.0371 -1.9811
H -4.3482 -2.5882 -3.4147
H -2.8621 -0.9199 -2.3969
H 2.7289 -1.7296 2.6323
H 4.9438 -1.8851 1.5418
*
```

SMILES: N#CCC(=O)Nc1ccc(C(=O)NCCC(c2ccccc2)c2ccccc2)cc1
Electronic energy (eV): -34864.9478
Energy above the lowest of the compared OMol25 structures with the same formula, charge and spin (eV): 0.113
LUMO level (eV): 0.48
Highest occupied orbital energy (eV): -8.9

Mulliken atomic charge list, values in e, 4 entries: N -0.396; C 0.258; C -0.604; C 0.625